This record from OMol25 describes 3 unconnected molecules or ions with the total composition C5H13N3O2. The level of theory is ωB97M-V with the def2-TZVPD basis set.

The value obtained for the LUMO energy is 0.87 eV. As for the relative energy (zero: lowest compared OMol25 entry of this formula, charge and spin): 4.016 eV. Its HOMO-LUMO gap is 9.539 eV. As for the total energy: -13958.0183 eV. The value obtained for the HOMO energy is -8.67 eV.

Cartesian coordinates (Å):
C: -1.282392 1.749603 0.771269
C: -0.385557 1.068585 -0.325173
C: -0.272949 2.073735 1.813695
C: 0.836214 0.612199 0.502757
C: -0.273731 -2.200601 -2.636340
N: -1.151779 -2.729618 -3.516315
N: 1.916148 0.182406 -0.005164
N: 0.022323 -2.563409 -1.529637
O: -1.201582 -2.415853 1.953801
O: 0.641339 0.892188 1.770932
H: -1.858664 2.612407 0.533652
H: -1.970631 1.027956 1.188871
H: -0.871930 0.117140 -0.769872
H: -0.347712 1.744797 -1.117476
H: 0.376402 2.949033 1.698188
H: -0.774433 2.258111 2.711299
H: 0.152235 -1.215514 -2.958047
H: -1.388686 -3.781768 -3.406824
H: -1.320627 -2.464813 -4.445552
H: -0.652969 -2.227510 0.921810
H: 2.843826 -0.078690 0.178549
H: -1.154344 -3.335055 2.211148
H: -0.268962 -3.575861 -1.422394

Forces on atoms 1 to 2 (eV/Å):
C 0.769 -1.226 -0.679
C -2.378 -2.421 1.431